1.
87
Properties=species:S:1:pos:R:3:lowdin_charge:R:1 method="wB97M-V/def2-TZVPD" homo_lumo_gap_ev=3.630 e_tot_ev=-67243.818 charge=+1 e_lumo_ha=-0.1974
C 8.866 3.172 4.946 -0.04
C 7.392 2.532 5.054 -0.32
F 6.754 2.955 6.277 -0.06
C 6.478 2.809 3.736 -0.06
C 5.433 1.618 3.555 -0.05
N 4.209 1.697 4.353 0.14
C 3.138 0.724 4.281 -0.10
C 1.823 0.963 5.187 -0.01
B 0.662 1.726 4.296 -0.46
O -0.712 1.252 4.223 0.09
O 1.072 2.927 3.575 0.09
C 3.230 -0.490 3.327 0.09
C 4.541 -0.625 2.455 -0.04
C 4.587 -1.883 1.467 -0.43
O 3.926 -1.925 0.397 0.11
O 5.382 -3.063 1.777 -0.39
S 5.707 -2.916 3.469 0.89
C 5.692 0.460 2.557 -0.04
C 6.976 0.300 1.620 -0.08
C 8.377 0.560 2.347 -0.19
O 9.188 1.348 1.764 0.01
H 9.305 3.309 6.009 0.11
H 8.860 4.222 4.482 0.10
H 9.522 2.436 4.344 0.09
H 7.544 1.385 5.091 0.13
H 7.142 2.972 2.820 0.13
H 5.916 3.797 3.965 0.15
H 4.051 2.496 5.002 0.17
H 2.093 1.619 6.105 0.14
H 1.440 -0.067 5.542 0.14
H -0.840 0.924 3.302 0.08
H 1.858 3.304 4.047 0.10
H 2.360 -1.221 3.271 0.14
H 6.880 -2.140 3.476 -0.08
H 6.805 0.955 0.687 0.16
H 7.018 -0.788 1.216 0.14
H 8.691 0.138 3.363 0.14
N -1.914 1.510 0.167 -0.02
C -3.051 1.266 -0.558 -0.13
C -3.979 2.221 -0.224 -0.09
C -3.379 3.077 0.734 -0.09
C -2.105 2.616 0.954 -0.14
H -1.070 0.962 0.127 0.12
H -3.102 0.435 -1.246 0.10
H -4.979 2.296 -0.625 0.08
H -3.831 3.935 1.209 0.10
H -1.319 2.978 1.602 0.10
N -1.368 -1.639 1.796 0.00
C -1.221 -1.994 3.112 -0.15
C -1.523 -3.329 3.226 -0.10
C -1.859 -3.798 1.932 -0.10
C -1.752 -2.735 1.070 -0.13
H -1.216 -0.715 1.420 0.10
H -0.916 -1.267 3.851 0.09
H -1.503 -3.904 4.140 0.10
H -2.147 -4.803 1.661 0.10
H -1.916 -2.663 0.005 0.10
N -7.095 0.692 -2.102 0.00
C -6.693 -0.297 -2.960 -0.14
C -6.710 0.216 -4.234 -0.11
C -7.132 1.565 -4.141 -0.11
C -7.360 1.832 -2.814 -0.14
H -7.182 0.596 -1.103 0.14
H -6.432 -1.277 -2.590 0.11
H -6.447 -0.321 -5.133 0.07
H -7.255 2.264 -4.956 0.09
H -7.688 2.732 -2.316 0.11
N 0.246 -2.513 -2.703 0.00
C 0.518 -3.193 -3.860 -0.14
C -0.475 -2.906 -4.764 -0.10
C -1.377 -2.014 -4.132 -0.11
C -0.905 -1.788 -2.862 -0.16
H 0.806 -2.541 -1.866 0.14
H 1.392 -3.823 -3.939 0.11
H -0.544 -3.293 -5.770 0.10
H -2.272 -1.586 -4.559 0.09
H -1.289 -1.175 -2.060 0.08
N -6.697 -1.539 -7.939 0.00
C -6.423 -2.220 -9.095 -0.14
C -7.416 -1.933 -10.000 -0.11
C -8.319 -1.042 -9.369 -0.11
C -7.849 -0.814 -8.099 -0.14
H -6.138 -1.566 -7.101 0.13
H -5.549 -2.849 -9.173 0.10
H -7.484 -2.321 -11.006 0.09
H -9.214 -0.614 -9.797 0.09
H -8.233 -0.202 -7.297 0.10



2.
84
Properties=species:S:1:pos:R:3:lowdin_charge:R:1 method="wB97M-V/def2-TZVPD" homo_lumo_gap_ev=7.787 e_tot_ev=-284614.299 charge=+1 e_lumo_ha=-0.1471
C -0.304 -2.089 0.693 -0.08
C 0.989 -1.596 1.316 -0.25
O 1.418 -0.325 0.798 -0.21
P 2.211 -0.153 -0.566 0.45
O 3.594 0.296 -0.379 -0.27
C 1.333 1.008 -1.634 -0.19
C -0.062 0.634 -2.109 -0.12
N -1.140 0.861 -1.104 -0.01
N -0.748 1.493 -0.017 0.22
C -1.636 1.740 0.915 -0.14
C -1.154 2.457 2.135 -0.15
C -0.303 1.510 3.015 -0.70
C 1.149 1.946 3.061 -0.13
Cl -0.986 1.500 4.671 0.61
C -2.976 1.316 0.776 -0.18
O -3.834 1.590 1.776 -0.02
N -3.804 0.506 2.893 0.10
O -4.506 0.805 3.721 0.18
C -3.390 0.678 -0.374 -0.04
C -4.840 0.308 -0.537 -0.11
C -5.307 -0.907 0.288 -0.23
C -5.010 -2.272 -0.365 -0.52
S -4.068 -3.380 0.738 0.73
C -2.398 0.466 -1.351 -0.16
C -2.700 -0.179 -2.674 -0.12
C -2.822 0.786 -3.895 -0.65
C -1.820 0.511 -5.024 -0.11
Cl -2.764 2.504 -3.374 0.68
O 2.034 -1.553 -1.302 -0.22
C 3.200 -2.174 -1.914 -0.23
C 3.968 -2.982 -0.896 -0.09
H -0.370 -3.172 0.785 0.08
H -0.339 -1.836 -0.367 0.06
H -1.172 -1.672 1.205 0.06
H 1.787 -2.333 1.246 0.12
H 0.829 -1.432 2.381 0.09
H 1.395 2.019 -1.243 0.11
H 1.976 0.983 -2.520 0.03
H -0.060 -0.416 -2.389 0.12
H -0.331 1.262 -2.956 0.10
H -0.507 3.270 1.808 0.06
H -1.979 2.904 2.679 0.10
H -0.370 0.492 2.639 0.07
H 1.527 2.088 2.048 0.07
H 1.776 1.186 3.522 0.09
H 1.238 2.885 3.603 0.04
H -5.403 1.172 -0.177 0.13
H -5.127 0.180 -1.578 0.12
H -6.390 -0.808 0.361 0.12
H -4.900 -0.878 1.294 0.06
H -4.458 -2.167 -1.294 0.05
H -5.944 -2.782 -0.585 0.07
H -3.006 -3.576 -0.050 -0.16
H -1.984 -0.968 -2.898 0.12
H -3.658 -0.673 -2.580 0.09
H -3.824 0.663 -4.292 0.09
H -1.097 -0.259 -4.757 0.07
H -2.329 0.197 -5.932 0.09
H -1.254 1.408 -5.268 0.07
H 2.790 -2.827 -2.683 0.12
H 3.820 -1.432 -2.415 0.09
H 4.881 -3.380 -1.332 0.08
H 3.352 -3.830 -0.587 0.09
H 4.169 -2.396 -0.006 0.02
C -0.695 -2.816 5.562 -2.05
Cl -1.962 -1.683 5.075 0.49
Cl 0.614 -1.925 6.337 0.54
Cl -1.355 -4.006 6.676 0.56
Cl -0.071 -3.640 4.120 0.53
C 0.547 6.354 2.874 -2.04
Cl -0.657 7.401 2.128 0.54
Cl 1.844 7.322 3.558 0.56
Cl -0.211 5.388 4.150 0.55
Cl 1.219 5.264 1.641 0.54
C 8.022 -3.275 1.015 -2.06
Cl 6.636 -2.180 0.947 0.55
Cl 7.459 -4.937 0.790 0.52
Cl 9.157 -2.861 -0.269 0.53
Cl 8.817 -3.130 2.581 0.54
C 4.463 1.914 -4.828 -2.04
Cl 3.411 0.940 -5.873 0.51
Cl 4.267 1.368 -3.154 0.59
Cl 6.136 1.716 -5.323 0.56
Cl 3.995 3.610 -4.946 0.54



3.
99
Properties=species:S:1:pos:R:3:lowdin_charge:R:1 method="wB97M-V/def2-TZVPD" homo_lumo_gap_ev=3.598 e_tot_ev=-119277.234 charge=-2 e_lumo_ha=0.1069 e_above_lowest_ev=3.256
Bi 1.346 2.432 0.499 2.09
O 1.342 4.813 -5.378 0.04
C 1.332 4.568 -4.013 -0.21
C 0.164 4.182 -3.354 0.06
C 0.308 3.832 -2.044 -0.19
N 1.458 3.795 -1.346 0.03
C 2.580 4.238 -1.969 -0.16
C 2.555 4.803 -3.236 0.12
C 3.822 3.961 -1.248 -0.60
O 4.914 4.346 -1.721 0.02
O 3.676 3.332 -0.114 -0.17
C -0.815 3.131 -1.389 -0.53
O -1.838 2.772 -1.949 0.08
O -0.602 2.901 -0.073 -0.26
H 0.613 5.319 -5.741 0.10
H -0.791 3.954 -3.916 0.16
H 3.410 5.269 -3.674 0.12
C -0.174 4.257 5.542 -0.08
C -0.310 3.756 4.134 -0.58
O -1.586 4.055 3.603 -0.05
P 0.018 1.952 3.970 0.58
O 1.318 1.550 4.859 -0.14
O -1.198 1.023 4.564 -0.10
O 0.094 1.553 2.514 -0.40
P 1.187 4.542 3.217 0.38
O 0.876 6.071 3.585 -0.11
O 1.058 4.359 1.664 -0.46
O 2.325 3.922 3.888 -0.26
H -1.119 4.409 6.038 0.09
H 0.443 5.174 5.547 0.07
H 0.472 3.665 6.191 0.09
H -1.627 4.146 2.641 0.10
H 1.976 2.301 4.650 0.07
H -1.948 1.591 4.453 0.05
H 0.675 6.571 2.818 0.06
C 7.197 0.731 4.352 -0.42
Te 6.755 -0.259 2.392 1.10
C 5.459 1.194 1.503 -0.46
H 7.953 1.535 4.223 -0.02
H 7.687 -0.039 4.991 -0.01
H 6.359 1.172 4.836 -0.03
H 5.149 1.826 2.333 0.00
H 4.646 0.686 0.960 -0.01
H 6.017 1.733 0.748 -0.02
C -4.603 -3.762 -3.850 -0.07
C -4.253 -2.324 -4.133 -0.34
C -5.105 -1.715 -5.059 -0.10
C -4.956 -0.405 -5.345 -0.11
C -4.125 0.457 -4.549 -0.09
C -3.300 -0.125 -3.628 -0.16
C -3.351 -1.552 -3.496 -0.27
Sb -1.878 -1.934 -1.758 1.64
C -0.903 -3.877 -1.808 -0.32
C -0.934 -4.724 -0.653 -0.10
C -0.349 -5.988 -0.725 -0.11
C 0.512 -6.320 -1.776 -0.10
C 0.665 -5.411 -2.836 -0.05
C -0.066 -4.180 -2.873 -0.32
C -0.009 -3.260 -4.080 -0.08
C -3.314 -2.413 -0.214 -0.34
C -4.139 -3.525 -0.405 -0.15
C -5.013 -3.958 0.609 -0.09
C -5.099 -3.207 1.816 -0.10
C -4.198 -2.160 2.039 -0.04
C -3.285 -1.751 1.013 -0.29
C -2.316 -0.618 1.193 -0.08
H -3.724 -4.336 -3.550 0.07
H -5.032 -4.319 -4.692 0.07
H -5.431 -3.753 -3.074 0.10
H -5.857 -2.282 -5.663 0.12
H -5.508 0.054 -6.182 0.10
H -4.186 1.496 -4.695 0.08
H -2.596 0.515 -3.019 0.08
H -1.317 -4.352 0.313 0.11
H -0.541 -6.634 0.118 0.09
H 0.910 -7.369 -1.838 0.11
H 1.301 -5.621 -3.675 0.09
H 0.549 -3.730 -4.915 0.08
H 0.508 -2.376 -3.720 0.06
H -0.979 -2.919 -4.500 0.06
H -4.053 -4.013 -1.372 0.06
H -5.685 -4.776 0.376 0.08
H -5.817 -3.467 2.591 0.09
H -4.148 -1.714 3.008 0.09
H -2.261 -0.249 2.196 0.05
H -2.523 0.251 0.503 0.10
H -1.284 -0.941 0.896 0.06
F 0.549 0.376 -0.885 0.02
B 1.474 -0.642 -0.648 -1.32
F 0.922 -1.458 0.400 0.06
F 2.669 -0.081 -0.173 0.07
F 1.585 -1.437 -1.806 0.10
O 3.684 0.073 3.811 -0.16
N 4.528 -0.834 3.552 -0.26
C 4.081 -2.091 3.666 -0.36
C 2.692 -2.341 3.803 -0.22
N 1.542 -2.463 3.967 0.13
C 4.982 -3.096 3.257 -0.29
N 5.808 -3.841 2.916 0.09



4.
13
Properties=species:S:1:pos:R:3:lowdin_charge:R:1 method="wB97M-V/def2-TZVPD" homo_lumo_gap_ev=9.113 e_tot_ev=-9269.958 smiles=Cc1cnc(N)o1 e_lumo_ha=0.0317 e_above_lowest_ev=3.544
C 0.341 -1.465 1.707 -0.03
C 0.063 -0.261 0.858 -0.29
C -0.162 1.080 1.010 -0.06
N -0.459 1.595 -0.312 0.05
C -0.234 0.621 -1.111 -0.52
N -0.156 0.734 -2.460 0.17
O -0.031 -0.553 -0.517 0.10
H 1.280 -1.958 1.424 0.08
H 0.418 -1.155 2.749 0.08
H -0.450 -2.227 1.644 0.08
H 0.291 2.118 0.810 0.14
H -0.313 -0.105 -2.987 0.10
H -0.587 1.576 -2.815 0.11



5.
18
Properties=species:S:1:pos:R:3:lowdin_charge:R:1 method="wB97M-V/def2-TZVPD" homo_lumo_gap_ev=7.049 e_tot_ev=-9804.788 e_lumo_ha=0.0187 e_above_lowest_ev=3.214
C 1.825 -1.302 0.055 -0.04
N 1.128 -1.068 1.335 0.01
C 0.507 0.069 1.533 -0.21
N -0.550 0.234 2.325 0.16
H 1.805 -2.370 -0.147 0.09
H 2.866 -0.977 0.122 0.08
H 1.268 -0.754 -0.721 0.07
H 0.847 -1.879 1.866 0.15
H 0.825 0.936 0.966 0.14
H -1.188 -0.548 2.332 0.12
H -1.014 1.129 2.219 0.12
N -0.952 1.493 -2.586 -0.02
C -1.311 0.369 -1.701 -0.54
O -0.601 0.332 -0.541 -0.35
H 0.012 1.754 -2.490 0.03
H -1.205 1.361 -3.547 0.03
H -2.393 0.456 -1.511 0.08
H -1.167 -0.584 -2.255 0.08



6.
14
Properties=species:S:1:pos:R:3:lowdin_charge:R:1 method="wB97M-V/def2-TZVPD" homo_lumo_gap_ev=10.431 e_tot_ev=-7361.332 e_lumo_ha=0.0450 e_above_lowest_ev=0.923
C 2.076 -0.524 -0.003 -0.11
C 0.784 0.177 -0.310 -0.22
C -0.381 -0.432 -0.522 -0.21
C -1.671 0.266 -0.838 -0.12
C -0.736 1.066 2.426 0.02
O -1.691 0.478 2.609 0.02
H 2.514 -0.152 0.930 0.07
H 1.927 -1.604 0.097 0.07
H 2.816 -0.354 -0.795 0.07
H 0.825 1.267 -0.362 0.10
H -2.055 -0.038 -1.819 0.07
H -0.419 -1.522 -0.467 0.10
H -1.543 1.354 -0.845 0.07
H -2.445 0.019 -0.100 0.06



7.
16
Properties=species:S:1:pos:R:3:lowdin_spin:R:1 method="wB97M-V/def2-TZVPD" homo_lumo_gap_ev="8.489 / 6.817" e_tot_ev=-14591.498 spin_multiplicity=3 s_squared=2.01 e_lumo_ha="0.0215 / -0.0980" e_above_lowest_ev=0.377
O 1.093 0.153 -1.049 0.13
Hg 2.114 -1.122 0.718 0.69
O 0.682 -2.005 -0.965 0.14
C 0.651 -0.909 -1.582 0.03
O 0.022 -0.855 -2.767 0.02
C -1.082 0.000 -2.989 0.00
C 0.726 0.942 2.094 0.73
C -0.384 0.214 2.764 0.12
H -1.864 -0.294 -2.282 0.00
H -0.808 1.050 -2.821 0.00
H -1.452 -0.101 -4.018 0.00
H 0.774 1.671 1.281 0.04
H 1.603 1.151 2.718 0.04
H -0.020 -0.641 3.350 0.01
H -0.898 0.875 3.487 0.04
H -1.155 -0.128 2.061 0.00